The following is a quantum chemistry calculation of a structure of composition C31H21F3N7RhS2SbSe, from the Open Molecules 2025 dataset.

The value obtained for the HOMO-LUMO gap is 5.617 eV. For the energy above the lowest of the compared OMol25 structures with the same formula, charge and spin, the calculation gives 0.132 eV. Its largest force on an atom is 0.0083 Eh/bohr. As for the total charge: +1. The calculation puts the total energy at -5425.18067 hartree.

Each line ends with the Mulliken charge.
Cartesian coordinates (Å):
Rh  -1.27884  0.20366  -0.38418  -0.424
S  -3.30432  1.09927  -1.01676  -0.344
C  -4.47713  0.04485  -0.23757  0.799
C  -5.83612  0.25893  -0.44933  -0.979
C  -6.78071  -0.56189  0.14684  0.455
C  -8.17536  -0.31333  -0.08855  -0.244
N  -9.28352  -0.08970  -0.28880  -0.450
C  -6.36456  -1.62249  0.96514  0.301
C  -5.01092  -1.83683  1.17287  -0.989
C  -4.06753  -1.00383  0.58145  0.843
S  -2.35783  -1.30218  0.91362  -0.261
C  -7.32046  -2.49393  1.58823  -0.267
N  -8.08137  -3.19944  2.07974  -0.455
H  -6.16468  1.07237  -1.08257  0.518
H  -4.69371  -2.65756  1.80324  0.519
Se  -1.35009  2.61119  2.57384  0.302
N  -0.72826  4.14049  1.96166  -0.815
C  -0.37097  3.96792  0.70053  0.309
C  0.10523  4.93686  -0.23520  -0.495
C  0.30247  4.51287  -1.51004  -0.792
C  0.07282  3.14859  -1.89339  -0.496
N  -0.30455  2.21669  -1.06229  0.123
C  -0.54080  2.64677  0.21287  1.040
N  -1.04027  1.76251  1.04420  -0.083
H  0.27068  5.96127  0.06926  0.543
H  0.63554  5.19897  -2.27576  0.454
H  0.24332  2.85404  -2.92245  0.475
N  -0.63916  -2.28116  -1.81913  -0.590
N  -1.50882  -1.13696  -1.90733  -0.384
H  -0.88533  -2.94129  -2.55323  0.288
H  -0.85881  -2.72322  -0.92873  0.211
H  -2.49612  -1.39955  -1.90700  0.398
H  -1.33463  -0.67691  -2.79669  0.330
F  3.73602  4.15583  3.35813  -0.336
C  3.23636  3.12364  2.66973  0.300
C  3.38030  3.10650  1.29556  -0.845
C  2.85613  2.03344  0.58865  -0.566
C  2.19941  0.99542  1.24848  0.537
C  2.07445  1.04716  2.63581  -0.470
C  2.59845  2.10848  3.35865  -0.691
Sb  1.24901  -0.51984  0.10741  2.406
C  1.79400  -2.34299  1.00361  0.380
C  2.54988  -3.28444  0.30986  -0.321
C  2.86748  -4.49915  0.89814  -0.729
C  2.41413  -4.75181  2.17892  0.317
F  2.72017  -5.92028  2.75114  -0.314
C  1.64625  -3.84610  2.88717  -0.772
C  1.33187  -2.63833  2.28568  -0.527
C  2.45921  -0.42368  -1.61290  -0.376
C  3.83667  -0.61693  -1.50971  -0.070
C  4.65161  -0.50613  -2.62524  -0.776
C  4.06744  -0.19556  -3.83975  0.228
F  4.84596  -0.08421  -4.91995  -0.329
C  2.70729  0.00846  -3.97828  -0.715
C  1.90833  -0.10920  -2.85077  -0.279
H  3.90443  3.91382  0.80167  0.496
H  2.97878  2.00765  -0.48849  0.453
H  1.57630  0.25020  3.17666  0.316
H  2.52457  2.15742  4.43661  0.502
H  2.89655  -3.08178  -0.69569  0.393
H  3.45540  -5.24509  0.38130  0.475
H  1.30206  -4.09619  3.88111  0.466
H  0.70643  -1.93760  2.82806  0.305
H  4.28916  -0.85005  -0.55240  0.580
H  5.72122  -0.65377  -2.56687  0.460
H  2.29903  0.24675  -4.95104  0.494
H  0.84040  0.05145  -2.94572  0.165